Record 1
C5H8O | ωB97M-V with the def2-TZVPD basis set

Bonds (Å) are listed after each position.
Positions of all 14 atoms, in Å:
1 C -2.279 -1.408 1.045  C2 1.433, H7 1.094, H8 1.088, H9 1.102
2 C -1.240 -0.491 0.682  C1 1.433, C3 1.210
3 C -0.199 -0.098 0.205  C2 1.210, C4 1.457
4 C 0.412 1.064 -0.426  C3 1.457, C5 1.509, H10 1.094, H11 1.094
5 C 1.906 1.001 -0.624  C4 1.509, O6 1.410, H12 1.092, H13 1.101
6 O 2.276 -0.148 -1.352  C5 1.410, H14 0.968
7 H -1.515 -2.127 1.356  C1 1.094
8 H -2.895 -1.227 1.924  C1 1.088
9 H -2.907 -1.652 0.173  C1 1.102
10 H -0.099 1.158 -1.390  C4 1.094
11 H 0.112 1.905 0.206  C4 1.094
12 H 2.212 1.872 -1.207  C5 1.092
13 H 2.412 1.040 0.353  C5 1.101
14 H 1.804 -0.889 -0.944  O6 0.968

Lowest unoccupied orbital energy: 0.67 eV
E: -7359.4074 eV
Structure (SMILES): CC#CCCO
E_HOMO: -9.499 eV
Net charge: 0


Record 2
C3H10NO | ωB97M-V with the def2-TZVPD basis set

Bonds (Å) are listed after each position.
Positions of all 15 atoms, in Å:
1 C 1.255 0.411 -1.887  N2 1.683, H3 1.023, H4 1.139, H5 1.108
2 N -0.287 0.151 -1.264  C1 1.683, H6 1.001, H7 0.967, H8 1.042
3 H 1.941 0.372 -1.129  C1 1.023
4 H 1.555 -0.459 -2.558  C1 1.139
5 H 1.251 1.390 -2.406  C1 1.108
6 H -0.304 -0.737 -0.800  N2 1.001
7 H -0.883 0.219 -2.022  N2 0.967
8 H -0.542 1.045 -0.793  N2 1.042
9 C 0.275 0.180 2.029  C10 1.352, H12 1.029, H13 1.082
10 C -0.779 -0.664 1.943  C9 1.352, O11 1.308, H14 1.061
11 O -1.706 -0.498 1.036  C10 1.308, H15 1.021
12 H 1.041 0.232 2.714  C9 1.029
13 H 0.704 0.835 1.283  C9 1.082
14 H -0.996 -1.383 2.692  C10 1.061
15 H -2.525 -1.094 1.163  O11 1.021

Lowest unoccupied orbital energy: -3.60 eV
E: -6801.9031 eV
E_HOMO: -12.721 eV
Net charge: +1


Record 3
C36H73N3O24 | ωB97M-V with the def2-TZVPD basis set

Bonds (Å) are listed after each position.
Positions of all 136 atoms, in Å:
1 C -3.588 2.516 -4.647  O2 1.452, H7 1.090, H8 1.090, H9 1.090
2 O -4.529 1.927 -5.582  C1 1.452, C3 1.341
3 C -5.037 0.728 -5.264  O2 1.341, O4 1.204, O5 1.300
4 O -4.660 0.053 -4.342  C3 1.204
5 O -5.926 0.373 -6.143  C3 1.300, C6 1.462
6 C -6.755 -0.807 -5.906  O5 1.462, H10 1.090, H11 1.090, H12 1.090
7 H -3.787 3.569 -4.444  C1 1.090
8 H -2.609 2.387 -5.108  C1 1.090
9 H -3.504 2.068 -3.657  C1 1.090
10 H -6.225 -1.759 -5.908  C6 1.090
11 H -7.530 -0.712 -6.667  C6 1.090
12 H -7.143 -0.730 -4.890  C6 1.090
13 C -5.227 0.975 -0.256  O14 1.395, H19 1.090, H20 1.090, H21 1.090
14 O -5.220 -0.392 0.024  C13 1.395, C15 1.361
15 C -6.305 -1.205 -0.091  O14 1.361, O16 1.204, O17 1.394
16 O -7.369 -0.878 -0.550  C15 1.204
17 O -5.906 -2.520 0.142  C15 1.394, C18 1.423
18 C -6.810 -3.609 -0.001  O17 1.423, H22 1.090, H23 1.090, H24 1.090
19 H -5.363 1.191 -1.316  C13 1.090
20 H -4.389 1.552 0.135  C13 1.090
21 H -5.998 1.503 0.305  C13 1.090
22 H -7.495 -3.768 0.832  C18 1.090
23 H -6.058 -4.389 0.110  C18 1.090
24 H -7.268 -3.705 -0.986  C18 1.090
25 C 4.095 1.333 -3.187  O26 1.395, H31 1.090, H32 1.090, H33 1.090
26 O 5.128 2.271 -3.181  C25 1.395, C27 1.309
27 C 5.515 2.868 -4.280  O26 1.309, O28 1.249, O29 1.323
28 O 4.798 2.836 -5.303  C27 1.249
29 O 6.606 3.567 -4.007  C27 1.323, C30 1.445
30 C 7.171 4.517 -4.937  O29 1.445, H34 1.090, H35 1.090, H36 1.090
31 H 4.484 0.579 -2.503  C25 1.090
32 H 4.041 0.924 -4.196  C25 1.090
33 H 3.077 1.677 -2.998  C25 1.090
34 H 8.036 4.874 -4.378  C30 1.090
35 H 6.558 5.273 -5.428  C30 1.090
36 H 7.497 3.972 -5.823  C30 1.090
37 C -2.666 4.565 -2.120  O38 1.420, H43 1.090, H44 1.090, H45 1.090
38 O -4.068 4.440 -1.932  C37 1.420, C39 1.261
39 C -4.861 5.403 -2.117  O38 1.261, O40 1.204, O41 1.420
40 O -4.647 6.585 -2.199  C39 1.204
41 O -6.159 4.835 -2.227  C39 1.420, C42 1.402
42 C -7.283 5.630 -2.491  O41 1.402, H46 1.090, H47 1.090, H48 1.090
43 H -2.244 3.561 -2.166  C37 1.090
44 H -2.181 5.068 -1.284  C37 1.090
45 H -2.357 5.093 -3.023  C37 1.090
46 H -6.950 6.462 -3.111  C42 1.090
47 H -7.633 5.957 -1.511  C42 1.090
48 H -8.052 5.012 -2.954  C42 1.090
49 C -1.201 -1.846 1.396  O50 1.433, H55 1.090, H56 1.090, H57 1.090
50 O -0.673 -3.101 1.844  C49 1.433, C51 1.324
51 C -0.898 -4.124 1.034  O50 1.324, O52 1.225, O53 1.384
52 O -1.557 -4.141 0.000  C51 1.225
53 O -0.168 -5.162 1.584  C51 1.384, C54 1.483
54 C 0.127 -6.418 0.854  O53 1.483, H58 1.090, H59 1.090, H60 1.090
55 H -0.974 -1.012 2.060  C49 1.090
56 H -2.289 -1.893 1.370  C49 1.090
57 H -0.854 -1.445 0.444  C49 1.090
58 H 1.146 -6.679 1.142  C54 1.090
59 H 0.141 -6.206 -0.215  C54 1.090
60 H -0.605 -7.169 1.151  C54 1.090
61 C 2.869 -4.473 2.344  O62 1.399, H67 1.090, H68 1.090, H69 1.090
62 O 2.874 -5.462 3.333  C61 1.399, C63 1.367
63 C 2.229 -5.382 4.535  O62 1.367, O64 1.227, O65 1.386
64 O 1.603 -4.385 4.880  C63 1.227
65 O 2.382 -6.593 5.192  C63 1.386, C66 1.458
66 C 1.979 -6.778 6.580  O65 1.458, H70 1.090, H71 1.090, H72 1.090
67 H 3.164 -4.887 1.379  C61 1.090
68 H 3.584 -3.697 2.616  C61 1.090
69 H 1.922 -3.937 2.283  C61 1.090
70 H 2.377 -7.727 6.940  C66 1.090
71 H 0.898 -6.805 6.719  C66 1.090
72 H 2.209 -5.975 7.280  C66 1.090
73 C -2.874 -1.888 -1.999  O74 1.431, H82 1.090, H83 1.090, H84 1.090
74 O -2.160 -0.849 -1.322  C73 1.431, C75 1.414
75 C -1.557 0.072 -2.210  O74 1.414, C76 1.618, H85 1.090, H86 1.090
76 C -0.083 0.573 -1.770  C75 1.618, O77 1.438, H87 1.090, H88 1.090
77 O -0.090 0.845 -0.358  C76 1.438, C78 1.418
78 C 1.091 1.398 0.198  O77 1.418, C79 1.564, H89 1.090, H90 1.090
79 C 2.280 0.483 0.637  C78 1.564, O80 1.403, H91 1.090, H92 1.090
80 O 2.594 -0.600 -0.198  C79 1.403, C81 1.414
81 C 2.837 -1.788 0.530  O80 1.414, H93 1.090, H94 1.090, H95 1.090
82 H -3.417 -2.487 -1.268  C73 1.090
83 H -2.246 -2.607 -2.525  C73 1.090
84 H -3.658 -1.441 -2.610  C73 1.090
85 H -2.246 0.873 -2.475  C75 1.090
86 H -1.539 -0.318 -3.228  C75 1.090
87 H 0.270 1.453 -2.309  C76 1.090
88 H 0.635 -0.242 -1.854  C76 1.090
89 H 0.703 1.765 1.148  C78 1.090
90 H 1.341 2.338 -0.294  C78 1.090
91 H 2.249 0.270 1.706  C79 1.090
92 H 3.150 1.138 0.601  C79 1.090
93 H 1.932 -2.338 0.791  C81 1.090
94 H 3.319 -1.587 1.486  C81 1.090
95 H 3.517 -2.416 -0.045  C81 1.090
96 C 0.316 0.557 4.768  O97 1.444, H105 1.090, H106 1.090, H107 1.090
97 O -0.211 1.711 5.456  C96 1.444, C98 1.416
98 C 0.714 2.780 5.378  O97 1.416, C99 1.537, H108 1.090, H109 1.090
99 C 1.115 3.380 4.021  C98 1.537, O100 1.436, H110 1.090, H111 1.090
100 O 2.145 2.564 3.442  C99 1.436, C101 1.437
101 C 3.431 3.205 3.422  O100 1.437, C102 1.571, H112 1.090, H113 1.090
102 C 4.198 2.974 4.773  C101 1.571, O103 1.454, H114 1.090, H115 1.090
103 O 3.753 3.811 5.875  C102 1.454, C104 1.452
104 C 4.373 3.419 7.128  O103 1.452, H116 1.090, H117 1.090, H118 1.090
105 H 0.659 0.559 3.734  C96 1.090
106 H -0.375 -0.286 4.775  C96 1.090
107 H 1.241 0.376 5.317  C96 1.090
108 H 1.634 2.593 5.932  C98 1.090
109 H 0.233 3.614 5.888  C98 1.090
110 H 1.195 4.467 3.999  C99 1.090
111 H 0.236 3.285 3.384  C99 1.090
112 H 3.272 4.257 3.184  C101 1.090
113 H 3.994 2.659 2.665  C101 1.090
114 H 5.255 3.212 4.658  C102 1.090
115 H 4.190 1.910 5.012  C102 1.090
116 H 4.091 4.107 7.926  C104 1.090
117 H 5.451 3.443 6.969  C104 1.090
118 H 4.069 2.392 7.329  C104 1.090
119 C 1.369 -0.390 -5.341  C120 1.442, H122 1.090, H123 1.090, H124 1.090
120 C 1.005 0.999 -5.207  C119 1.442, N121 1.131
121 N 0.666 2.066 -5.049  C120 1.131
122 H 0.837 -0.818 -6.191  C119 1.090
123 H 1.148 -0.948 -4.431  C119 1.090
124 H 2.409 -0.555 -5.622  C119 1.090
125 C 5.083 -1.731 3.718  C126 1.503, H128 1.090, H129 1.090, H130 1.090
126 C 5.718 -0.368 3.741  C125 1.503, N127 1.173
127 N 6.252 0.676 3.770  C126 1.173
128 H 5.580 -2.537 4.258  C125 1.090
129 H 5.198 -2.113 2.704  C125 1.090
130 H 4.014 -1.686 3.925  C125 1.090
131 C 0.620 -4.017 -2.075  C132 1.405, H134 1.090, H135 1.090, H136 1.090
132 C 1.793 -3.340 -2.449  C131 1.405, N133 1.177
133 N 2.743 -2.759 -2.833  C132 1.177
134 H 0.048 -4.662 -2.742  C131 1.090
135 H -0.026 -3.201 -1.752  C131 1.090
136 H 1.024 -4.629 -1.268  C131 1.090

Lowest unoccupied orbital energy: 0.33 eV
E: -92116.7401 eV
Structure (SMILES): COC(=O)OC.COC(=O)OC.COC(=O)OC.COC(=O)OC.COC(=O)OC.COC(=O)OC.COCCOCCOC.COCCOCCOC.CC#N.CC#N.CC#N
E_HOMO: -9.342 eV
Net charge: 0


Record 4
C2H2N2O | ωB97M-V with the def2-TZVPD basis set

Bonds (Å) are listed after each position.
Positions of all 7 atoms, in Å:
1 C 0.451 -0.418 -0.342  C2 1.252, H4 1.153, H5 1.086
2 C 1.519 0.082 -0.762  C1 1.252, O3 1.141
3 O 2.483 0.368 -1.302  C2 1.141
4 H -0.114 -1.214 -0.954  C1 1.153
5 H 0.158 -0.129 0.663  C1 1.086
6 N 1.489 -2.163 2.268  N7 1.105
7 N 1.346 -1.070 2.334  N6 1.105

Lowest unoccupied orbital energy: 0.77 eV
E: -7133.4058 eV
Structure (SMILES): C=C=O.N#N
E_HOMO: -9.421 eV
Net charge: 0


The calculation returns the following gap between HOMO and LUMO values, one per record and in order: 10.2, 9.1, 9.7, 10.2 eV.